Here is a molecular structure, C13H29N2O6RuSe2 from the OMol25 dataset. Energies are from ωB97M-V with the def2-TZVPD basis set.

Last column: Löwdin spin population.
Positions of all 53 atoms, in Å:
Ru: -0.6426 0.4772 -0.2030  0.012
C: -4.2256 0.2532 -1.2760  0.003
Se: -3.0395 1.1606 -0.0233  0.005
C: -3.6429 0.1078 1.5034  0.000
C: -3.2584 -1.3491 1.3689  0.001
Se: -1.3175 -1.4889 1.5088  -0.001
C: -1.1096 -3.1798 0.5820  -0.001
H: -5.1882 0.1478 -0.7792  0.000
H: -3.8041 -0.7029 -1.5714  0.000
H: -4.3400 0.8832 -2.1511  0.000
H: -4.7242 0.2397 1.5487  0.000
H: -3.1845 0.5804 2.3706  0.000
H: -3.5774 -1.7750 0.4186  0.000
H: -3.6942 -1.9292 2.1837  0.000
H: -1.7360 -3.9242 1.0689  0.000
H: -0.0632 -3.4515 0.6923  0.000
H: -1.3732 -3.0385 -0.4635  -0.002
C: 3.5710 -2.1995 3.2634  0.000
O: 3.6007 -1.3448 2.1163  0.000
C: 2.4150 -1.2385 1.4784  0.000
O: 1.3967 -1.7756 1.8377  0.000
N: 2.5906 -0.4939 0.3598  0.000
N: 1.5474 -0.0049 -0.4449  0.000
H: 4.5800 -2.1850 3.6629  0.000
H: 3.2889 -3.2118 2.9790  0.000
H: 2.8630 -1.8245 3.9999  0.000
H: 3.5146 -0.1357 0.1914  0.000
H: 1.4720 -0.5733 -1.2869  -0.001
H: 1.8150 0.9393 -0.6917  0.000
C: 1.2993 2.5975 2.8236  0.000
O: 0.9893 1.9126 1.6085  0.000
C: -0.3339 1.5304 1.4701  0.009
O: -1.1139 1.8150 2.3580  0.006
H: 2.3633 2.8186 2.7806  0.000
H: 1.0768 1.9727 3.6880  0.000
H: 0.7259 3.5203 2.9087  0.000
O: -0.5411 -0.9935 -1.8536  0.331
O: -1.7960 -1.4311 -1.9830  0.628
C: -1.9556 1.9716 -3.0419  -0.001
C: -0.6287 2.5126 -2.5303  0.001
C: 0.5002 2.0314 -3.4693  0.001
C: -0.6522 4.0447 -2.4936  0.000
C: -0.1996 1.9655 -1.2014  0.009
H: -2.0787 2.2265 -4.0977  0.000
H: -2.7826 2.4360 -2.5025  0.000
H: -2.0080 0.8861 -2.9341  -0.001
H: 0.3429 2.4531 -4.4642  0.000
H: 0.4858 0.9428 -3.5437  0.000
H: 1.4833 2.3600 -3.1208  0.000
H: -0.8980 4.4399 -3.4818  0.000
H: 0.3172 4.4499 -2.1959  0.000
H: -1.4037 4.4057 -1.7886  0.000
H: 0.6620 2.5687 -0.8517  0.000

ΔE to the lowest compared entry with this formula, charge and spin in kcal per mole: 27.6
Strongest force on any atom in hartree/bohr: 0.0121
Molecular weight in g/mol: 568.4
Calculated total energy in Eh: -5971.26049
2S+1: 2

---

Here is a molecular structure, C13H29N5O7Zn at a distorted geometry from the OMol25 dataset. Energies are from ωB97M-V with the def2-TZVPD basis set.

Last column: Mulliken charge in e.
Positions of all 55 atoms, in Å:
O: 0.0245 -0.0095 -3.3896  -0.418
H: -0.0517 0.0242 -4.3611  0.273
Zn: 0.2433 -0.1546 -0.2572  -2.172
N: 0.0918 1.5961 0.6459  1.633
N: 1.6585 0.8370 -1.2473  1.326
N: -1.2798 -0.9125 0.7604  1.014
N: -0.0549 -1.8210 -1.2698  0.707
O: -0.8157 1.9544 1.5210  -1.083
O: -1.7760 -0.3710 1.9032  -0.613
O: 0.9432 -2.3159 -2.0804  -0.446
O: 2.4542 0.2442 -2.0378  -0.832
C: 1.9674 2.0343 -0.6918  0.419
C: 1.1597 2.3950 0.4414  -0.010
C: -1.4125 -2.2326 0.5807  0.336
C: -0.7855 -2.7288 -0.6270  0.512
C: 1.4760 3.4659 1.4265  -1.533
H: 1.8495 3.0291 2.3643  0.187
H: 0.5738 4.0379 1.6705  0.323
H: 2.2498 4.1333 1.0463  0.434
C: 3.1978 2.7394 -1.1325  -1.662
H: 3.1765 2.8875 -2.2153  0.307
H: 4.0665 2.1151 -0.8862  0.245
H: 3.2999 3.7068 -0.6407  0.447
C: -1.9728 -3.1407 1.6155  -1.582
C: -0.7725 -4.1654 -1.0148  -1.671
H: -2.4447 -2.5581 2.4142  0.398
H: -1.1774 -3.7706 2.0489  0.287
H: -2.7006 -3.8214 1.1535  0.376
H: -0.1898 -4.2807 -1.9331  0.405
H: -1.7952 -4.5302 -1.1899  0.420
H: -0.3218 -4.7866 -0.2237  0.301
H: -1.4668 0.6296 1.8347  0.478
H: 1.5010 -1.5122 -2.2812  0.416
C: -1.0984 0.6909 -2.8401  -0.455
H: -0.7167 1.5319 -2.2610  0.107
H: -1.6334 -0.0018 -2.1807  0.061
H: -1.7936 1.0814 -3.6005  0.514
O: -2.8687 2.1289 -0.4983  -0.666
H: -3.6748 1.5866 -0.4443  0.278
H: -2.3302 1.9135 0.3062  0.396
C: 4.3394 -2.4267 2.6154  -0.951
N: 3.4890 -2.0542 1.4917  0.121
C: 3.7720 -2.5774 0.1706  -0.610
C: 2.4669 -1.2034 1.5716  0.526
C: 2.0778 -0.5193 2.8500  -1.040
O: 1.8662 -1.0419 0.4709  0.030
H: 5.0652 -3.1575 2.2498  0.285
H: 3.7260 -2.8681 3.4201  0.325
H: 4.8551 -1.5380 3.0224  0.320
H: 2.9159 -3.1260 -0.2319  0.167
H: 3.9788 -1.7676 -0.5366  0.230
H: 4.6316 -3.2376 0.2521  0.314
H: 2.3807 0.5399 2.8120  0.102
H: 0.9904 -0.5746 2.9914  0.226
H: 2.5676 -0.9878 3.7074  0.496

Strongest force on any atom in hartree/bohr: 0.0743
Molecular weight in g/mol: 432.8
Calculated total energy in Eh: -3092.32727
2S+1: 1

---

Here is a single C13H29OP molecule at a distorted geometry from the OMol25 dataset. Energies are from ωB97M-V with the def2-TZVPD basis set.

Last column: Mulliken charge in e.
Positions of all 44 atoms, in Å:
C: 1.8653 -2.3040 1.9249  -0.789
C: 0.2269 -2.1359 1.9642  0.177
C: -0.5696 -2.9576 0.7833  -0.747
C: -1.0039 -2.0524 -0.5133  0.084
C: -2.4977 -1.3494 -0.3811  -0.537
C: -2.7623 -0.2424 -1.5920  -0.665
C: -2.9114 1.3131 -1.0137  -0.789
C: -1.4304 1.8272 -0.5243  0.445
C: -1.4387 1.7660 1.1302  -0.679
P: -0.1704 2.9207 1.9688  -0.101
C: 1.6260 2.5869 1.4147  -0.862
C: 1.8148 1.3335 0.3751  0.171
O: 1.7807 1.9298 -1.0011  -0.394
C: 2.7012 1.1726 -1.8988  -0.397
C: 2.2999 -0.4079 -2.0683  -0.247
H: 2.2466 -2.1060 0.8112  0.003
H: 2.2991 -1.3956 2.5641  0.276
H: 2.2634 -3.3172 2.3566  0.342
H: 0.0190 -0.9691 1.8575  -0.310
H: -0.2510 -2.4481 3.0123  0.335
H: -1.4701 -3.5641 1.2588  0.278
H: 0.1914 -3.7866 0.3901  0.312
H: -0.1974 -1.2285 -0.7991  -0.371
H: -1.0532 -2.7957 -1.4440  0.319
H: -3.2887 -2.2123 -0.5725  0.357
H: -2.7300 -0.9305 0.6933  0.277
H: -3.7324 -0.5182 -2.2250  0.368
H: -1.8241 -0.3547 -2.3214  0.261
H: -3.2464 2.0173 -1.9153  0.268
H: -3.7197 1.2553 -0.1652  0.307
H: -1.1072 2.8738 -0.9380  0.438
H: -0.6557 0.9985 -0.8954  -0.415
H: -1.4080 0.6415 1.5094  -0.014
H: -2.5176 2.1635 1.4505  0.438
H: -0.4850 4.2667 1.4779  0.011
H: 2.2919 2.3985 2.3815  0.333
H: 2.0479 3.5808 0.9068  0.335
H: 1.0167 0.4694 0.5042  -0.280
H: 2.9061 0.8913 0.4868  0.543
H: 3.7950 1.3741 -1.5343  0.311
H: 2.5874 1.6664 -2.9688  0.285
H: 2.8519 -0.8851 -2.9948  0.385
H: 2.5001 -1.0557 -1.1080  -0.130
H: 1.1396 -0.4300 -2.3477  0.066

Strongest force on any atom in hartree/bohr: 0.0531
Molecular weight in g/mol: 232.3
Calculated total energy in Eh: -929.04840
SMILES: CCCCCCCCCPCCOCC
2S+1: 1

---

Among the records above, which one has the highest calculated total energy?
C13H29OP

---

What is the 2S+1 in the third record?
1

---

Repeat the second record exactly.
Here is a molecular structure, C13H29N5O7Zn at a distorted geometry from the OMol25 dataset. Energies are from ωB97M-V with the def2-TZVPD basis set.

Last column: Mulliken charge in e.
Positions of all 55 atoms, in Å:
O: 0.0245 -0.0095 -3.3896  -0.418
H: -0.0517 0.0242 -4.3611  0.273
Zn: 0.2433 -0.1546 -0.2572  -2.172
N: 0.0918 1.5961 0.6459  1.633
N: 1.6585 0.8370 -1.2473  1.326
N: -1.2798 -0.9125 0.7604  1.014
N: -0.0549 -1.8210 -1.2698  0.707
O: -0.8157 1.9544 1.5210  -1.083
O: -1.7760 -0.3710 1.9032  -0.613
O: 0.9432 -2.3159 -2.0804  -0.446
O: 2.4542 0.2442 -2.0378  -0.832
C: 1.9674 2.0343 -0.6918  0.419
C: 1.1597 2.3950 0.4414  -0.010
C: -1.4125 -2.2326 0.5807  0.336
C: -0.7855 -2.7288 -0.6270  0.512
C: 1.4760 3.4659 1.4265  -1.533
H: 1.8495 3.0291 2.3643  0.187
H: 0.5738 4.0379 1.6705  0.323
H: 2.2498 4.1333 1.0463  0.434
C: 3.1978 2.7394 -1.1325  -1.662
H: 3.1765 2.8875 -2.2153  0.307
H: 4.0665 2.1151 -0.8862  0.245
H: 3.2999 3.7068 -0.6407  0.447
C: -1.9728 -3.1407 1.6155  -1.582
C: -0.7725 -4.1654 -1.0148  -1.671
H: -2.4447 -2.5581 2.4142  0.398
H: -1.1774 -3.7706 2.0489  0.287
H: -2.7006 -3.8214 1.1535  0.376
H: -0.1898 -4.2807 -1.9331  0.405
H: -1.7952 -4.5302 -1.1899  0.420
H: -0.3218 -4.7866 -0.2237  0.301
H: -1.4668 0.6296 1.8347  0.478
H: 1.5010 -1.5122 -2.2812  0.416
C: -1.0984 0.6909 -2.8401  -0.455
H: -0.7167 1.5319 -2.2610  0.107
H: -1.6334 -0.0018 -2.1807  0.061
H: -1.7936 1.0814 -3.6005  0.514
O: -2.8687 2.1289 -0.4983  -0.666
H: -3.6748 1.5866 -0.4443  0.278
H: -2.3302 1.9135 0.3062  0.396
C: 4.3394 -2.4267 2.6154  -0.951
N: 3.4890 -2.0542 1.4917  0.121
C: 3.7720 -2.5774 0.1706  -0.610
C: 2.4669 -1.2034 1.5716  0.526
C: 2.0778 -0.5193 2.8500  -1.040
O: 1.8662 -1.0419 0.4709  0.030
H: 5.0652 -3.1575 2.2498  0.285
H: 3.7260 -2.8681 3.4201  0.325
H: 4.8551 -1.5380 3.0224  0.320
H: 2.9159 -3.1260 -0.2319  0.167
H: 3.9788 -1.7676 -0.5366  0.230
H: 4.6316 -3.2376 0.2521  0.314
H: 2.3807 0.5399 2.8120  0.102
H: 0.9904 -0.5746 2.9914  0.226
H: 2.5676 -0.9878 3.7074  0.496

Strongest force on any atom in hartree/bohr: 0.0743
Molecular weight in g/mol: 432.8
Calculated total energy in Eh: -3092.32727
2S+1: 1